The following is a quantum chemistry calculation of C19H24N4O3 as an isolated structure at a distorted geometry, from the OMol25 dataset.

Computed properties:
relative energy (zero: lowest compared OMol25 entry of this formula, charge and spin): 680.1 kJ/mol
orbital gap: 8.8 eV

ORCA input file:
```
! RIJCOSX wB97M-V def2-TZVPD def2/J DEFGRID3
* xyz 0 1
O -4.9797 -1.2113 1.3529
N 3.8152 -0.8927 -1.0157
N 3.0998 1.2051 -0.4344
O 4.7966 0.0159 -1.3385
O -6.4010 0.5587 -0.2835
C -4.3646 -1.5799 0.3461
C 2.7976 -0.0936 -0.4632
C 4.3215 1.2042 -0.8731
C 0.5145 0.2867 0.2954
C 1.4620 -1.8798 0.4582
C -0.6513 -0.1113 0.7861
C 0.3318 -2.3641 0.9622
C 1.5632 -0.5283 0.1041
C -0.7630 -1.4960 1.2042
N -3.1509 -2.0863 0.4834
N -4.7894 -2.0435 -2.1935
C -2.1942 -2.0625 1.6291
C 4.9964 2.5847 -0.8835
C -5.7994 -1.6111 -3.1430
C 6.1140 2.7268 0.1639
C 5.9322 1.4196 2.5013
C 6.0080 2.8821 2.9195
C 5.3715 2.5505 1.5362
C -6.5458 -0.4495 -2.5243
C -4.8058 -1.1215 -1.0329
C -6.2493 -0.6184 -1.0711
H -5.9857 0.3684 0.5472
H 0.4195 1.3419 -0.0169
H 2.3527 -2.4171 0.2477
H -1.4257 0.7071 0.7913
H 0.3019 -3.3955 1.3030
H -2.7876 -2.3607 -0.4258
H -3.8827 -2.1941 -2.5789
H -2.1288 -3.1316 1.9636
H -2.4738 -1.4508 2.4539
H 4.2793 3.3732 -0.7884
H 5.4048 2.6419 -1.8338
H -6.4948 -2.4935 -3.2633
H -5.4590 -1.4200 -4.1403
H 6.5327 3.7349 0.0138
H 6.8791 2.0243 0.0498
H 5.1857 0.8704 2.9375
H 6.8500 0.9366 2.1867
H 5.3413 3.1695 3.7689
H 7.0792 3.3278 3.1263
H 4.2262 2.8041 1.4910
H -7.6645 -0.4504 -2.6343
H -6.0783 0.4599 -2.8612
H -4.0449 -0.3268 -1.2555
H -6.8568 -1.4040 -0.5683
*
```

These are the natural (NBO) partial charges, in e, on atoms 1 to 8: O -0.660; N -0.170; N -0.502; O -0.270; O -0.728; C 0.670; C 0.286; C 0.552